Entry 1:
Here is a structure of composition C38H54BBiN8S3Se2 from the Open Molecules 2025 dataset. Energies are from ωB97M-V/def2-TZVPD.

Element x y z (Å)
Bi1 0.244 -0.456 -0.785
Se1 1.314 -2.292 3.981
Se2 -0.661 -1.830 2.881
S1 1.754 -2.321 -1.727
S2 4.609 -1.590 -2.055
S3 2.579 0.519 -1.563
N1 2.277 -0.129 2.466
N2 -1.626 -2.181 -0.527
N3 -1.678 0.734 2.948
N4 -1.640 1.421 -0.369
N5 -2.253 -0.734 -2.602
N6 -1.039 -0.121 -2.788
N7 -2.815 1.103 -0.970
N8 -2.726 -1.421 -0.240
C1 -4.771 2.381 -2.049
C2 -0.676 -4.383 0.040
C3 -1.936 0.979 5.700
C4 3.617 -2.109 2.301
C5 -4.734 -0.033 1.422
C6 2.531 -1.391 2.782
C7 -3.843 -2.213 -3.938
C8 -4.182 -3.089 -2.732
C9 -0.759 -0.198 -4.105
C10 -6.039 -2.052 0.637
C11 0.636 2.583 0.957
C12 -3.541 2.228 -1.189
C13 0.613 1.930 -4.308
C14 3.061 -1.144 -1.797
C15 -5.086 -1.502 -4.479
C16 1.605 -0.307 -5.045
C17 -2.821 3.284 -0.669
C18 -6.056 1.692 -1.587
C19 -1.279 -0.228 3.762
C20 3.134 0.480 1.648
C21 -1.397 -0.168 5.146
C22 -2.362 1.997 4.859
C23 -0.451 3.483 0.379
C24 -0.728 -5.070 -1.328
C25 -4.433 2.035 -3.502
C26 -2.666 -1.286 -3.747
C27 0.334 0.522 -4.850
C28 -1.625 2.731 -0.186
C29 4.500 -1.460 1.451
C30 -3.524 -2.103 0.612
C31 4.259 -0.138 1.120
C32 -0.793 -5.396 1.174
C33 -2.946 -3.337 0.842
C34 -2.220 1.824 3.493
C35 -1.756 -0.934 -4.732
C36 0.142 4.401 -0.696
C37 -4.749 -1.553 1.290
C38 -1.741 -3.329 0.126
B1 -3.108 -0.364 -1.340
H1 -1.070 -0.995 5.760
H2 0.072 -5.807 -1.420
H3 -4.789 -3.933 -3.063
H4 -2.552 2.586 2.795
H5 -1.714 -5.977 1.083
H6 -2.037 1.072 6.774
H7 -6.061 -3.141 0.579
H8 -4.265 -0.459 -1.619
H9 1.327 3.170 1.564
H10 -5.506 0.285 2.126
H11 2.281 0.214 -5.726
H12 -2.800 2.905 5.251
H13 1.373 -1.283 -5.474
H14 4.901 0.398 0.434
H15 -5.853 -2.236 -4.731
H16 -6.900 2.101 -2.145
H17 -4.859 -0.920 -5.373
H18 1.447 1.927 -3.609
H19 -5.503 -0.829 -3.729
H20 -0.793 -4.908 2.151
H21 -1.809 -1.181 -5.781
H22 -0.100 0.645 -5.846
H23 5.346 -1.988 1.031
H24 -4.706 -1.965 2.304
H25 -3.109 4.323 -0.686
H26 -0.842 4.121 1.179
H27 -3.309 -4.099 1.513
H28 0.523 3.802 -1.528
H29 0.971 4.983 -0.289
H30 -6.133 -1.656 -0.377
H31 0.045 -6.093 1.144
H32 -3.585 2.624 -3.853
H33 0.293 -3.881 0.124
H34 -3.488 -2.890 -4.722
H35 -6.245 1.864 -0.527
H36 -4.936 0.442 0.466
H37 -0.617 -4.343 -2.134
H38 -0.603 5.092 -1.092
H39 2.133 -0.463 -4.109
H40 2.905 1.508 1.396
H41 -6.033 0.617 -1.764
H42 -6.907 -1.719 1.209
H43 3.745 -3.151 2.561
H44 -4.170 0.983 -3.601
H45 -3.768 0.328 1.780
H46 -5.287 2.235 -4.152
H47 -3.283 -3.484 -2.253
H48 -0.259 2.343 -3.797
H49 -1.685 -5.582 -1.458
H50 1.233 2.146 0.150
H51 0.231 1.780 1.573
H52 0.872 2.602 -5.129
H53 -4.971 3.455 -2.019
H54 -4.753 -2.544 -1.983

Summary:
* DFT total energy: -8155.48056 a.u.
* energy above the lowest of the compared OMol25 structures with the same formula, charge and spin: 0.0 kcal per mole
* gap between HOMO and LUMO: 7.6 eV
* total charge: 0

Entry 2:
Here is a structure of composition C38H54BBrN13O2Pt at a distorted geometry from the Open Molecules 2025 dataset. Energies are from ωB97M-V/def2-TZVPD.

Element x y z (Å)
Pt1 0.974 1.028 0.270
Br1 0.753 -5.459 4.128
O1 -0.592 -0.607 1.697
O2 -0.656 0.087 3.898
N1 -1.524 0.516 -1.207
N2 1.362 1.100 -1.741
N3 0.564 0.367 -2.578
N4 0.757 4.727 4.555
N5 0.030 -1.539 -1.022
N6 2.826 4.353 5.504
N7 0.827 1.872 2.125
N8 4.542 0.942 2.530
N9 5.766 -0.431 4.188
N10 2.093 2.922 3.918
N11 2.887 0.798 0.775
N12 -0.945 1.422 -0.350
N13 1.142 -1.165 -0.323
C1 1.418 2.386 2.988
C2 -2.802 -4.441 3.721
C3 2.242 1.801 -2.470
C4 -0.857 -0.666 2.977
C5 -3.965 0.251 -2.209
C6 -1.295 -3.918 -2.861
C7 3.335 2.742 -2.022
C8 -5.004 -0.361 -1.251
C9 -2.665 -3.155 -0.862
C10 1.605 -2.224 0.354
C11 -0.007 -1.395 -5.175
C12 2.000 1.501 -3.806
C13 3.663 0.825 1.663
C14 2.920 3.703 -0.907
C15 -0.487 4.374 0.547
C16 -3.118 -3.314 4.478
C17 3.535 -3.598 1.143
C18 -1.318 -3.704 -1.346
C19 0.351 0.095 -5.134
C20 -1.752 3.566 0.849
C21 -2.515 -2.089 4.222
C22 -1.888 -4.350 2.668
C23 2.818 -2.250 1.243
C24 -1.573 -1.998 3.203
C25 -0.190 -2.856 -0.820
C26 0.787 -3.314 0.047
C27 -1.880 2.317 0.010
C28 2.422 -1.952 2.695
C29 -1.308 -3.121 2.455
C30 1.872 3.994 4.648
C31 -2.823 0.845 -1.387
C32 4.618 1.968 -1.680
C33 5.176 0.169 3.393
C34 0.951 0.601 -3.848
C35 -1.980 3.286 2.342
C36 -3.063 1.977 -0.622
C37 -0.837 0.982 -5.529
C38 -3.694 -0.708 -3.368
B1 -0.599 -0.489 -1.973
H1 2.674 3.167 0.009
H2 -2.015 -4.695 -3.130
H3 -3.998 2.514 -0.551
H4 -1.161 -4.679 -0.886
H5 -1.579 1.012 -4.731
H6 2.959 -4.390 1.628
H7 3.501 -1.485 0.894
H8 -0.510 2.005 -5.724
H9 3.552 3.339 -2.908
H10 0.658 -1.990 -4.546
H11 -3.268 -5.395 3.936
H12 3.653 3.781 5.559
H13 4.445 1.265 -0.869
H14 0.584 5.506 5.163
H15 2.052 4.298 -1.204
H16 4.968 1.406 -2.550
H17 -1.313 0.598 -6.435
H18 -3.494 -3.675 -1.347
H19 -1.244 2.598 2.753
H20 1.754 -2.732 3.070
H21 0.419 3.838 0.817
H22 -1.951 4.226 2.904
H23 3.305 -1.922 3.338
H24 -2.966 2.842 2.494
H25 0.901 -4.331 0.394
H26 3.742 4.384 -0.678
H27 -2.747 -1.211 4.813
H28 -2.767 -3.271 0.217
H29 -5.318 0.357 -0.492
H30 -2.593 4.179 0.526
H31 1.901 -0.995 2.779
H32 3.700 -3.877 0.101
H33 -3.384 -1.693 -3.030
H34 -4.606 -1.237 -0.739
H35 -2.951 -0.320 -4.059
H36 1.137 0.261 -5.869
H37 2.537 1.909 -4.650
H38 5.407 2.663 -1.384
H39 -1.032 -1.562 -4.852
H40 -0.507 5.318 1.097
H41 -5.887 -0.668 -1.816
H42 -2.732 -2.092 -1.083
H43 -3.837 -3.387 5.283
H44 -4.434 1.132 -2.648
H45 -1.220 -1.004 -2.835
H46 4.505 -3.536 1.638
H47 -0.308 -4.242 -3.195
H48 0.025 4.444 3.926
H49 0.078 -1.762 -6.199
H50 2.737 5.143 6.115
H51 -1.559 -3.011 -3.396
H52 -4.625 -0.830 -3.926
H53 -1.652 -5.213 2.052
H54 -0.435 4.610 -0.518

Summary:
* DFT total energy: -5060.59426 a.u.
* energy above the lowest of the compared OMol25 structures with the same formula, charge and spin: 67.9 kcal per mole
* gap between HOMO and LUMO (spin up / spin down): 8.4 / 5.6 eV
* total charge: +1
* <S²>: 6.026
* 2S+1: 5